Below is a cluster of 11 separate species, C45H104F24N7O4P4 in total in a non-equilibrium geometry, with properties calculated with ωB97M-V/def2-TZVPD.

Geometry as XYZ:
```
188
Properties=species:S:1:pos:R:3:mulliken_charge:R:1
C 0.8791 -0.8331 -1.6892 -0.98
C 1.2300 -0.6718 -3.1371 0.61
O 1.9153 -1.5219 -3.7059 -0.41
N 0.5837 0.4908 -3.9554 -0.10
H -0.1761 0.2245 -4.5652 0.37
H 0.1985 0.9533 -3.1443 0.35
C 1.6055 1.3061 -4.6684 -0.84
H 0.2731 -0.0312 -1.2676 0.32
H 1.8181 -0.6651 -1.1617 0.31
H 0.5053 -1.7104 -1.1612 0.33
H 2.3172 0.6097 -5.1119 0.35
H 2.0247 2.0078 -3.9473 0.32
H 1.0953 1.7668 -5.5143 0.38
C 1.2460 -8.4872 -11.1172 -1.09
C 0.8492 -8.3548 -9.6399 0.59
O 0.0476 -9.0558 -9.0686 -0.40
N 1.4070 -7.1261 -8.8268 -0.15
H 2.0332 -6.6343 -9.4483 0.38
H 0.6419 -6.4898 -8.6539 0.35
C 2.2451 -7.5391 -7.6174 -0.82
H 0.9409 -7.5864 -11.6497 0.38
H 0.6625 -9.3205 -11.5087 0.32
H 2.2958 -8.6298 -11.3736 0.37
H 3.0388 -8.2723 -7.7614 0.36
H 1.5605 -7.8640 -6.8339 0.34
H 2.9330 -6.7460 -7.3242 0.36
C -2.9520 9.7890 -1.8333 -1.15
C -1.7800 8.8811 -1.8399 0.64
O -1.7331 7.8380 -1.1684 -0.43
N -0.6263 9.3472 -2.7373 -0.11
H -0.7587 8.9051 -3.6357 0.37
H -0.6134 10.3542 -2.8139 0.39
C 0.7189 8.7809 -2.2351 -0.76
H -3.2783 10.2347 -2.7730 0.40
H -2.7627 10.6058 -1.1369 0.33
H -3.8885 9.3478 -1.4921 0.34
H 0.8575 8.6893 -1.1579 0.32
H 1.5431 9.4421 -2.5030 0.37
H 0.7784 7.7803 -2.6632 0.31
C 0.2070 -4.2371 6.4654 -1.05
C -0.9734 -4.7878 7.2646 0.52
O -1.8923 -5.4291 6.7005 -0.43
N -1.0778 -4.3626 8.6869 -0.16
H -0.8135 -5.1547 9.2550 0.37
H -0.4345 -3.6693 9.0414 0.40
C -2.5210 -3.8623 9.0963 -0.79
H 1.0668 -4.6251 7.0117 0.38
H 0.4442 -3.1732 6.4665 0.37
H 0.1381 -4.9144 5.6141 0.32
H -2.7652 -2.8991 8.6483 0.36
H -2.4507 -3.6683 10.1666 0.37
H -3.3137 -4.5603 8.8270 0.34
C -8.8917 -3.3493 2.4791 -1.25
C -9.3062 -4.7827 2.1120 -0.86
C -8.6308 -5.6471 1.0497 0.00
C -8.5517 -4.8294 -0.2699 -1.10
N -8.2658 -5.7680 -1.4518 0.27
C -8.3267 -5.0110 -2.8262 -0.73
C -8.8182 -5.9200 -3.9537 -0.58
C -9.3925 -7.1514 -3.2736 -0.69
C -9.3564 -6.8413 -1.8123 -0.79
C -6.9047 -6.5019 -1.3999 -0.80
C -5.6344 -5.7565 -0.8291 -0.38
C -4.2426 -6.5230 -0.6201 -1.42
H -9.3109 -3.0577 3.4421 0.36
H -9.0389 -2.6084 1.6933 0.36
H -7.8151 -3.3975 2.6424 0.31
H -10.3680 -4.6348 1.9149 0.37
H -9.4240 -5.4026 3.0008 0.47
H -9.2549 -6.5172 0.8456 0.27
H -7.6445 -5.8314 1.4755 0.26
H -7.6835 -4.1714 -0.3074 0.48
H -9.4679 -4.3516 -0.6168 0.49
H -7.4627 -4.3994 -3.0863 0.47
H -9.0378 -4.2056 -2.6421 0.43
H -7.9837 -6.0658 -4.6395 0.33
H -9.6579 -5.4807 -4.4923 0.32
H -8.7270 -7.9879 -3.4868 0.30
H -10.3401 -7.3732 -3.7647 0.42
H -9.2824 -7.7001 -1.1453 0.48
H -10.2708 -6.3091 -1.5503 0.44
H -6.7399 -7.0452 -2.3304 0.57
H -7.1411 -7.3887 -0.8117 0.54
H -5.7992 -5.2930 0.1436 0.21
H -5.5635 -4.9446 -1.5530 0.37
H -3.9775 -7.0352 -1.5450 0.36
H -4.1791 -7.3670 0.0667 0.38
H -3.4550 -5.9293 -0.1560 0.37
C -1.6490 3.0043 5.6814 -1.27
C -2.3717 4.4357 5.4470 -0.61
C -1.7788 5.5309 6.3951 -0.52
C -2.5258 6.9577 6.1364 -1.17
N -1.5470 8.1588 6.5201 0.36
C -0.3150 8.1439 5.5685 -0.45
C -0.1333 9.5842 4.9916 -0.65
C -1.1710 10.3711 5.8252 -0.60
C -2.2524 9.4528 6.2200 -0.83
C -1.0086 8.0336 7.9758 -0.95
C -2.0071 8.2181 9.0156 -0.45
C -1.5979 7.7025 10.4560 -1.36
H -0.5594 2.9782 5.6631 0.36
H -2.0730 2.3400 4.9284 0.37
H -1.8579 2.7173 6.7120 0.34
H -3.4616 4.4505 5.4561 0.41
H -2.0117 4.6884 4.4497 0.34
H -0.7016 5.5543 6.2302 0.35
H -1.9646 5.2822 7.4400 0.43
H -3.5297 7.0079 6.5578 0.59
H -2.8259 7.1699 5.1102 0.58
H 0.5877 7.8033 6.0757 0.32
H -0.6285 7.5075 4.7409 0.33
H 0.8446 10.0101 5.2161 0.30
H -0.3152 9.6420 3.9184 0.33
H -0.8017 10.6987 6.7970 0.29
H -1.6312 11.1542 5.2227 0.46
H -2.8885 9.7108 7.0667 0.43
H -2.8859 9.2667 5.3528 0.49
H -0.2693 8.8307 8.0550 0.48
H -0.3903 7.1372 8.0228 0.58
H -2.9567 7.6914 8.9214 0.22
H -2.1137 9.3029 9.0122 0.43
H -0.9682 6.8149 10.3950 0.34
H -2.3749 7.4389 11.1736 0.36
H -0.9921 8.5136 10.8600 0.35
C 8.6309 -0.7127 -3.5298 -1.33
C 9.2295 -2.0097 -3.0081 -0.58
C 9.8327 -1.8028 -1.6002 -0.82
C 10.2863 -3.0929 -0.9384 -1.04
N 11.3927 -2.9092 0.1357 0.41
C 12.7313 -2.3936 -0.5020 -0.65
C 13.8593 -3.2465 -0.0617 -0.70
C 13.1917 -4.6179 0.0248 -0.62
C 11.8273 -4.2935 0.6245 -0.76
C 10.8726 -1.9918 1.2453 -1.02
C 9.5464 -2.5026 1.8757 -0.22
C 9.2159 -1.6596 3.1033 -1.47
H 7.8527 -0.3698 -2.8480 0.35
H 8.2350 -0.8322 -4.5383 0.40
H 9.3700 0.0765 -3.6682 0.33
H 10.0200 -2.4259 -3.6326 0.37
H 8.4977 -2.8142 -3.0802 0.38
H 9.1661 -1.2258 -0.9592 0.38
H 10.6974 -1.1452 -1.5109 0.48
H 10.8579 -3.7079 -1.6336 0.59
H 9.4855 -3.7377 -0.5764 0.56
H 12.7846 -1.3720 -0.1257 0.41
H 12.5703 -2.1444 -1.5508 0.46
H 14.2740 -2.9594 0.9046 0.33
H 14.6889 -3.3461 -0.7617 0.36
H 13.6982 -5.3802 0.6167 0.39
H 13.1223 -4.9709 -1.0041 0.33
H 11.9045 -4.3511 1.7102 0.49
H 11.0895 -5.0579 0.3808 0.29
H 10.7828 -1.0571 0.6919 0.59
H 11.7972 -2.0557 1.8190 0.52
H 9.5618 -3.5503 2.1762 0.34
H 8.7147 -2.3499 1.1880 0.33
H 8.1798 -1.7570 3.4276 0.38
H 9.3318 -0.5852 2.9612 0.38
H 9.7905 -1.9551 3.9811 0.37
P -2.8968 6.9208 -8.3134 1.14
F -3.4648 8.0377 -9.2265 -0.31
F -4.0663 5.9162 -8.9487 -0.36
F -1.6935 6.5973 -9.4190 -0.37
F -2.2740 5.7587 -7.3860 -0.34
F -1.9443 8.0031 -7.6281 -0.35
F -3.9721 7.2426 -7.0483 -0.40
P 4.6973 3.2049 1.7431 1.16
F 4.6809 4.5867 0.8881 -0.36
F 4.2752 4.1233 3.0553 -0.38
F 3.1118 3.2768 1.4456 -0.36
F 4.5588 1.8687 2.6210 -0.34
F 4.9269 2.3912 0.3665 -0.34
F 6.3549 3.4439 2.0767 -0.38
P -6.2933 1.7877 -0.9935 1.16
F -4.6617 1.8805 -1.1496 -0.37
F -6.3545 0.6108 -2.1012 -0.35
F -6.0897 0.5480 0.0651 -0.37
F -7.9295 1.5541 -0.9209 -0.36
F -6.3276 2.9838 0.1513 -0.36
F -6.4463 2.9415 -2.1103 -0.34
P -2.7902 -2.6152 -9.4656 1.13
F -4.3907 -2.7632 -9.7032 -0.35
F -3.2774 -1.6515 -8.2298 -0.35
F -2.6499 -3.8724 -8.3410 -0.41
F -1.2314 -2.3601 -9.0363 -0.36
F -2.4029 -3.8479 -10.4265 -0.33
F -2.7547 -1.4586 -10.6151 -0.32
```

## Properties
calculated total energy = -169334.41786 eV
highest occupied orbital energy = -12.12 eV
spin multiplicity = 1
total charge = +3